The following is a DFT calculation (the ωB97M-V functional and the def2-TZVPD basis) of a gas-phase ion, C2H8N2O2P (charge -1) in a non-equilibrium geometry.

Last column: Löwdin charge in e.
Geometry (Å):
C: 1.877 -1.455 0.587  -0.199
P: 1.405 0.370 0.017  0.298
O: 1.034 1.033 1.290  -0.428
O: 2.348 1.012 -0.952  -0.431
C: -0.225 -0.034 -0.881  -0.277
N: -1.462 0.632 -0.311  -0.221
N: -1.402 2.059 -0.240  -0.074
H: 2.713 -1.231 1.346  0.037
H: 1.104 -1.917 1.047  -0.045
H: 2.445 -2.143 -0.112  0.028
H: -0.221 -1.072 -0.919  0.020
H: 0.125 0.431 -1.875  0.082
H: -1.818 0.359 0.677  0.126
H: -0.750 2.292 0.502  0.027
H: -0.828 2.391 -1.021  0.057

Output
* highest occupied orbital energy: -0.1364 hartree
* SMILES: C[P@@](=O)([O-])CNN
* LUMO energy: 4.246 eV
* molar mass: 123.072 g mol⁻¹
* relative energy (zero: lowest compared OMol25 entry of this formula, charge and spin): 174.15 kJ/mol
* orbital gap: 7.96 eV
* net charge: -1
* electronic energy: -682.402447 hartree